The following is a DFT calculation (the ωB97M-V functional and the def2-TZVPD basis) of a structure of composition C3H2FeO3 at a distorted geometry.

Computed properties:
Charge: +3
E_HOMO (alpha / beta): -26.051 / -25.217 eV
Molar mass: 141.89 g/mol
Spin multiplicity: 6
<S²>: 8.762
Lowest unoccupied orbital energy (alpha / beta): -17.20 / -21.05 eV
Relative energy (zero: lowest compared OMol25 entry of this formula, charge and spin): 381.3 kJ/mol

```
9
Properties=species:S:1:pos:R:3:forces:R:3:nbo_charge:R:1
O 0.29941 0.97074 0.51183 0.31 0.39 1.13 -0.3553
H 0.05575 0.57671 -2.58418 -0.07 -0.32 -0.40 0.3962
C 0.70564 0.76996 -0.63230 -2.59 -0.43 0.72 0.7925
C -0.52522 -0.04856 1.18973 2.98 2.46 -2.27 0.9494
O -1.13402 -0.84426 0.47675 -1.08 -1.26 0.69 -0.5086
H 1.85513 0.02942 -1.95406 -0.72 -0.64 -0.78 0.3948
C 0.75269 0.25343 -1.80488 2.49 0.92 -0.36 -0.3121
Fe -1.59440 -1.66907 2.38835 -0.54 -0.49 0.25 2.0726
O -0.41498 -0.03836 2.40876 -0.78 -0.64 1.03 -0.4295
```
Positions in Å, forces in eV/Å.

=====

The following is a DFT calculation (the ωB97M-V functional and the def2-TZVPD basis) of the molecule C5H4O at a distorted geometry.

Computed properties:
E_HOMO (alpha / beta): -7.822 / -7.838 eV
Molar mass: 80.09 g/mol
Spin multiplicity: 1
Lowest unoccupied orbital energy (alpha / beta): -1.18 / -1.04 eV
Relative energy (zero: lowest compared OMol25 entry of this formula, charge and spin): 648.5 kJ/mol

```
10
Properties=species:S:1:pos:R:3:forces:R:3:nbo_charge:R:1
H -1.61785 2.12221 -0.29214 0.53 -1.42 1.14 0.2264
H 2.25835 -1.87319 0.44221 -0.39 0.25 -0.02 0.2249
C -1.30729 1.08885 0.10780 -0.34 1.61 -2.01 -0.3821
C 0.70186 -0.77320 -0.83560 -3.51 2.43 0.47 -0.3629
H 0.28854 -1.02220 -1.82546 1.03 -0.72 0.28 0.3265
O 0.59860 0.17554 1.67676 1.12 -1.58 2.09 -0.4975
H -2.09431 0.42694 0.26241 -2.04 -0.79 0.63 0.1945
C -0.08267 0.47328 -0.52287 1.62 0.70 2.23 -0.2652
C 1.35415 -1.37771 0.10282 0.71 0.20 0.70 0.0850
C -0.09938 0.75948 0.88408 1.27 -0.68 -5.50 0.4505
```
Positions in Å, forces in eV/Å.

=====

The following is a DFT calculation (the ωB97M-V functional and the def2-TZVPD basis) of a structure of composition C5H14N2O at a distorted geometry.

Computed properties:
E_HOMO (alpha / beta): -5.831 / -5.834 eV
Molar mass: 118.18 g/mol
Spin multiplicity: 1
Lowest unoccupied orbital energy (alpha / beta): 0.13 / 0.13 eV
Relative energy (zero: lowest compared OMol25 entry of this formula, charge and spin): 806.0 kJ/mol

```
22
Properties=species:S:1:pos:R:3:forces:R:3:nbo_charge:R:1
H -0.79683 -1.98070 -0.75166 0.16 -0.01 0.25 0.3830
H 1.81697 -2.03351 -0.13020 -0.04 -0.08 -0.14 0.1782
N -0.24918 -0.08429 -0.59039 -4.14 3.51 1.68 -0.3007
N -0.90991 -1.12847 -1.28695 0.12 -0.18 -0.55 -0.6800
H -3.29850 1.74493 0.86636 0.07 -0.01 -0.27 0.2111
C -2.62370 0.96763 0.51122 0.39 -0.45 -0.17 -0.6075
C 0.79289 0.59958 -1.35231 0.30 0.06 0.11 -0.4281
H -2.79555 -0.02693 0.89650 0.13 -0.02 -0.01 0.2257
H -1.87015 3.14181 -0.40776 0.14 -0.32 -0.02 0.4886
C 2.22440 -0.70510 1.55677 0.12 -0.30 0.26 -0.6240
H 0.00850 -0.39262 0.48848 1.52 -1.03 -2.07 0.4639
H 0.71510 -2.27651 1.26540 0.37 -0.34 0.24 0.1769
H 2.72196 0.05391 0.94830 0.10 0.09 0.07 0.1800
H 1.28129 1.31203 -0.69065 -0.01 -0.06 0.10 0.2207
H 3.00677 -1.28395 2.06557 0.15 0.17 0.08 0.1814
C -1.63113 1.22913 -0.33719 1.04 -0.57 0.05 0.4311
O -1.32844 2.45121 -0.82966 0.32 -0.44 -0.08 -0.7051
H 1.65190 -0.18800 2.33306 0.14 0.07 0.04 0.1859
C 1.31784 -1.55829 0.71050 -1.09 0.31 0.41 -0.8157
H 1.52369 -0.12281 -1.70612 -0.13 0.00 -0.08 0.2357
H -1.88933 -0.87942 -1.39531 0.26 -0.10 0.18 0.3757
H 0.33141 1.16037 -2.16396 0.07 -0.28 -0.07 0.2233
```
Positions in Å, forces in eV/Å.

=====

The following is a DFT calculation (the ωB97M-V functional and the def2-TZVPD basis) of the molecule C4H9N at a distorted geometry.

Computed properties:
SMILES: C=C(C)CN
E_HOMO: -9.252 eV
Molar mass: 71.12 g/mol
Spin multiplicity: 1
Lowest unoccupied orbital energy: 1.04 eV
Relative energy (zero: lowest compared OMol25 entry of this formula, charge and spin): 147.7 kJ/mol

```
14
Properties=species:S:1:pos:R:3:forces:R:3:nbo_charge:R:1
H 1.44552 1.96854 -0.23990 -0.87 -0.77 0.63 0.1965
H 1.97866 -0.79042 1.28565 -0.09 0.07 -2.84 0.2155
H 2.54449 0.08372 -0.26818 0.51 -0.17 0.01 0.2183
C 0.46139 0.08681 -0.01126 1.27 -2.17 -0.36 0.0110
H 1.85139 -1.61689 -0.47468 0.03 1.56 1.06 0.2095
C 1.80846 -0.61364 0.10016 -0.71 -1.82 1.86 -0.6350
C -0.78668 -0.75561 -0.15373 2.27 -0.80 -1.08 -0.2595
H -0.37878 1.92507 -0.14281 -1.40 1.09 -0.17 0.1982
H -1.70596 0.68856 0.93317 -1.08 -1.73 -2.41 0.3645
N -1.95312 0.09636 0.02297 -0.82 -0.75 2.52 -0.8258
C 0.50492 1.38242 -0.07026 1.33 1.91 -0.63 -0.4348
H -0.64455 -1.66342 0.45841 -0.55 0.46 0.71 0.1784
H -0.58496 -1.31030 -1.17023 -1.18 1.53 1.02 0.1987
H -2.76250 -0.55929 0.26837 1.30 1.58 -0.31 0.3645
```
Positions in Å, forces in eV/Å.

=====

The following is a DFT calculation (the ωB97M-V functional and the def2-TZVPD basis) of a structure of composition C31H32Cl2N4OS3SiTa at a distorted geometry.

Computed properties:
Charge: +1
E_HOMO: -10.860 eV
Molar mass: 852.77 g/mol
Spin multiplicity: 1
Lowest unoccupied orbital energy: -3.66 eV
Relative energy (zero: lowest compared OMol25 entry of this formula, charge and spin): 192.0 kJ/mol

```
75
Properties=species:S:1:pos:R:3:forces:R:3:mulliken_charge:R:1
H 1.84675 0.26867 4.77575 -0.01 -0.02 -0.04 0.4289
H 0.68369 -6.42380 -0.09249 -0.07 -0.04 -0.05 0.4707
C 1.64232 2.36249 4.48247 0.01 0.06 0.02 -0.9767
H -0.14418 -5.24488 5.54693 0.02 0.01 0.00 0.4119
H -2.14408 3.93189 -3.40578 0.07 -0.02 0.02 0.2877
C -2.29650 0.96437 -0.95283 -0.43 -0.37 0.04 0.8339
H 2.35944 -2.57711 2.59593 0.00 -0.01 0.10 0.3586
S 2.50882 1.60696 -1.78935 -0.91 -0.09 0.20 -0.2999
C -2.03419 4.19993 0.64628 -0.01 -0.08 -0.30 -1.1255
H 1.07818 3.90512 -0.84246 0.06 -0.03 0.01 0.1603
C -4.06457 -1.12840 -0.93656 -0.04 0.10 0.00 -0.8171
N -1.27021 1.83781 -1.00242 0.95 -0.15 0.00 0.3401
H 0.28074 1.34498 -6.16623 0.01 -0.01 0.01 0.4653
C 2.22671 2.24947 -6.28528 0.04 0.02 -0.01 -0.4376
H -1.63124 5.18951 0.87228 0.00 0.01 -0.04 0.3803
C 1.25012 -2.70073 -0.42275 0.02 0.36 0.20 0.0946
C -0.03026 -5.26297 4.47088 0.00 0.01 0.01 -0.4970
Ta 0.44608 0.55441 -0.91797 -0.70 -1.46 -0.25 1.1595
H -1.21633 -3.49922 4.14513 -0.03 -0.06 0.02 0.4827
H -2.39963 -3.24435 -0.05454 -0.01 -0.02 -0.01 0.3781
Cl -0.07867 0.72114 -3.42872 -0.42 -0.10 -0.78 -0.0777
H -1.74982 3.52917 1.45834 0.04 -0.03 -0.02 0.3529
S 1.29886 -1.62134 -1.80406 -0.30 0.22 -0.12 -0.3330
H 1.43625 4.42089 3.90149 0.00 0.00 -0.02 0.4701
C -2.70196 -1.34884 -0.97576 0.06 -0.25 -0.06 0.3632
C -0.51864 -4.33594 2.30678 0.01 -0.10 0.04 0.4157
H -4.00804 2.25715 -0.75074 -0.04 -0.02 -0.03 0.4334
C 1.26336 1.44558 -4.26495 0.63 0.23 -0.13 0.9544
C 3.44223 2.40605 -4.22233 -0.29 -0.15 -0.02 0.1542
N -1.84326 -0.31362 -0.99224 0.86 0.33 -0.04 0.0231
C 1.49678 -0.65472 2.24620 0.01 -0.42 -0.17 0.4493
H 4.18344 3.11944 -6.08769 0.02 -0.04 -0.01 0.4373
H 3.15993 -1.22981 3.43627 -0.02 0.02 0.04 0.4680
C 0.70362 -6.26898 3.86305 0.06 -0.01 0.06 -0.6322
C 1.64930 1.05051 4.05612 0.02 -0.03 0.05 -0.5884
H -3.12255 4.29068 0.65439 0.00 -0.03 0.03 0.3947
S 1.46756 -4.39250 -0.81955 0.06 -0.46 -0.09 -0.0668
H 1.41672 -7.08940 2.01995 -0.01 0.00 -0.01 0.3890
H -4.74374 -1.96854 -0.94967 0.03 -0.02 0.02 0.4981
H -2.73835 5.20715 -2.34210 0.01 0.02 -0.03 0.3874
O 0.88572 1.47810 0.55376 0.50 1.41 1.24 0.4101
C 2.38237 1.80611 -3.52202 0.10 -0.08 0.01 0.0801
H 2.17069 2.41117 -7.35229 -0.01 0.03 0.00 0.4022
N 1.19503 -2.32166 0.78559 -0.14 -1.03 0.56 -0.5206
C 3.35814 2.63597 -5.58425 0.04 0.00 0.04 -0.6764
C 1.17969 3.09749 2.24588 -0.13 0.00 -0.38 -0.5504
H -3.55754 3.65294 -2.39580 -0.01 0.02 0.01 0.3845
H -1.07983 -2.74066 -1.13007 -0.08 -0.03 -0.04 -0.2187
C 0.26856 4.32320 -1.43606 -0.26 -0.03 0.19 -0.9111
H 1.17006 -7.03749 4.46532 0.00 0.00 -0.01 0.3962
C -3.66684 1.23744 -0.84813 0.10 0.14 0.03 -0.7871
H 1.82464 2.59299 5.52290 0.00 -0.02 0.00 0.4235
C -2.57798 4.12923 -2.42405 0.07 -0.10 0.28 -1.1463
C 0.30866 -5.44136 0.19103 0.06 0.50 -0.10 -1.0275
C 1.16861 1.64887 -5.62857 -0.26 -0.12 0.00 -0.7715
C -0.63784 -4.29245 3.68634 -0.02 0.06 -0.04 -0.8271
C -2.15693 -2.74354 -0.99281 0.06 0.05 -0.02 -0.8989
H 0.52617 4.20681 -2.49097 0.00 -0.08 0.01 0.2923
C 2.20125 -1.64690 3.12723 -0.07 -0.03 -0.01 -1.7407
Cl 4.86531 2.85263 -3.36745 0.12 0.09 -0.01 -0.2028
C -4.54411 0.17793 -0.86014 0.12 -0.09 0.03 -0.7710
H 0.24326 5.39649 -1.22821 -0.08 0.01 -0.04 0.4335
H -5.60938 0.35916 -0.80090 0.00 0.01 0.00 0.4514
H 1.61473 -1.85443 4.02361 -0.02 0.02 0.01 0.4055
H -2.61248 -3.31642 -1.80066 0.00 -0.01 0.01 0.4658
H -1.02928 -3.59343 1.71402 0.01 0.10 -0.12 0.0725
C 1.42060 3.39101 3.57199 0.01 -0.09 0.07 -0.7893
H -0.67000 -5.30410 -0.26498 -0.03 -0.03 0.05 0.2995
C 1.40192 0.72246 2.71875 -0.05 0.23 -0.32 0.3167
N 1.04704 -1.00397 1.07196 -0.27 1.07 -1.12 0.1806
C 0.23468 -5.33038 1.68566 0.01 0.00 0.05 0.6596
C 0.83872 -6.29797 2.48256 0.10 0.06 -0.05 -0.4882
Si -1.42086 3.59549 -1.03542 0.13 0.50 -0.11 -0.0514
H 1.00675 3.87925 1.51753 -0.01 -0.01 0.01 0.3979
C 1.14582 1.77180 1.82688 0.32 0.08 1.13 0.7153
```
Positions in Å, forces in eV/Å.

=====

The following is a DFT calculation (the ωB97M-V functional and the def2-TZVPD basis) of a structure of composition C17H24ClNOs at a distorted geometry.

Computed properties:
Charge: +2
E_HOMO (alpha / beta): -12.352 / -14.345 eV
Molar mass: 468.07 g/mol
Spin multiplicity: 5
<S²>: 6.042
Lowest unoccupied orbital energy (alpha / beta): -7.76 / -8.02 eV
Relative energy (zero: lowest compared OMol25 entry of this formula, charge and spin): 119.1 kJ/mol

```
44
Properties=species:S:1:pos:R:3:forces:R:3:nbo_charge:R:1
H -5.04443 -2.12606 -0.15086 -0.06 -0.29 0.06 0.2730
H -3.57081 -5.83941 -0.32043 -0.17 0.13 0.09 0.3285
C -1.03785 1.38548 1.64802 0.73 0.82 1.08 -0.2197
C 4.89854 3.70971 1.02373 -0.77 -0.58 -0.55 -0.5705
H -1.82738 0.87465 2.20044 0.47 -0.12 -0.45 0.2689
C 1.54966 -1.14321 -1.52237 -0.13 0.27 -1.03 -0.2431
C 0.89727 0.99629 -2.29579 0.39 -0.72 -1.43 -0.3527
H 4.86811 2.84957 -0.99113 0.54 0.05 -0.40 0.2623
C 0.50752 -0.41496 -2.19772 0.67 -0.25 -1.89 -0.2666
H -2.12304 -5.09903 0.37576 -0.29 -0.05 0.02 0.2752
H -5.69936 -3.67328 -0.70445 0.11 -0.16 0.14 0.3284
C 2.26942 1.02706 -1.85977 0.86 -0.51 -0.95 -0.1909
H -2.14339 2.09987 -0.22015 0.79 -0.33 0.42 0.2832
H 4.16366 4.20943 1.67267 0.51 -0.19 -0.02 0.2192
C -3.86338 -3.85198 0.31291 -1.01 -0.99 0.08 0.6584
N 2.44247 1.60888 0.62137 4.33 2.52 -4.06 -0.4526
H 0.42329 1.82586 -2.86477 0.24 -1.06 0.46 0.2865
Os 0.46609 0.55618 -0.28963 -0.13 0.66 2.39 0.9649
H 1.62544 -2.23749 -1.38760 -0.39 0.94 0.21 0.2842
C 4.17028 3.31746 -0.31491 0.26 0.10 -0.29 -0.5318
H 0.19167 3.42147 -0.80041 -0.32 -0.37 0.60 0.2683
H 2.83300 1.97794 -1.90996 -0.26 -1.02 -0.37 0.2445
H 0.68416 1.46370 3.14875 -0.40 -0.13 -0.50 0.2701
C 2.62969 -0.22005 -1.25991 -0.21 0.96 -0.98 -0.1692
C -4.76867 -3.09954 -0.57142 0.69 0.77 -0.10 -0.7645
C -2.99842 -4.90086 -0.25260 0.79 0.66 -0.07 -0.7649
C 0.00697 2.75367 0.05368 0.62 -0.26 1.67 -0.3110
Cl -1.10964 -1.17085 0.13330 -0.77 -1.10 0.64 -0.4998
C 3.10789 2.30738 -0.13615 -1.56 -2.26 6.94 0.4451
H -4.78097 -4.43604 2.11697 -0.02 -0.05 -0.23 0.3286
H 3.52471 -0.41373 -0.63259 -0.81 0.09 -0.76 0.2765
C -4.00535 -3.73330 1.77359 0.74 0.72 0.03 -0.7651
H -4.31796 -2.72868 2.07944 -0.13 -0.23 -0.14 0.2728
H 1.69143 3.33498 1.59497 -0.98 -0.12 -0.20 0.2571
C 0.24592 1.72016 2.17832 -1.35 1.09 -1.01 -0.1917
H 3.78848 4.20735 -0.81490 -0.16 0.00 -0.07 0.2653
H -0.29374 -0.84297 -2.79822 -0.04 0.09 0.73 0.2828
H 5.28457 2.78550 1.48021 -0.11 0.53 0.05 0.2310
H -4.33871 -2.94235 -1.56697 -0.11 -0.23 0.15 0.2727
H -3.07959 -3.98860 2.30141 -0.21 -0.15 -0.15 0.2758
H -2.65602 -4.65452 -1.26397 -0.26 -0.08 0.13 0.2723
H 5.72739 4.39261 0.78195 -0.40 -0.28 0.09 0.2548
C -1.19923 1.99983 0.34615 0.41 0.58 -0.56 -0.2391
C 0.86032 2.69187 1.28304 -2.10 0.56 0.24 -0.1170
```
Positions in Å, forces in eV/Å.